85
Properties=species:S:1:pos:R:3:mulliken_charge:R:1 method="wB97M-V/def2-TZVPD" orbital_gap_ev="6.1 / 6.1" spin_multiplicity=1 e_above_lowest_kcal_mol=0.0 charge=+1
Ti 0.06 -1.42 1.06 -0.130
O -1.07 -5.23 -0.39 -0.561
C -0.66 -3.97 -0.20 0.424
O -0.77 -3.42 0.93 -0.541
C -0.13 -3.22 -1.25 -0.184
C 0.00 -3.58 -2.62 -0.945
C 0.39 -2.65 -3.54 -1.103
C 0.61 -1.31 -3.09 -0.265
C 0.49 -1.01 -1.78 -1.298
N 0.18 -1.95 -0.80 1.925
C 0.59 0.34 -1.16 0.426
O 0.78 1.38 -1.75 -0.654
O 0.41 0.24 0.15 1.520
H -1.44 -5.55 0.45 0.396
H -0.22 -4.59 -2.92 0.588
H 0.49 -2.90 -4.58 0.461
H 0.84 -0.51 -3.78 0.659
O -0.28 -2.24 3.22 -0.560
C 0.70 -3.11 3.78 -0.862
C 1.62 -3.58 2.69 0.594
C 2.35 -4.76 2.84 -0.911
C 3.25 -5.11 1.85 -0.598
C 3.40 -4.29 0.75 -1.105
C 2.62 -3.16 0.66 -0.541
N 1.75 -2.80 1.61 1.143
H -0.59 -1.61 3.88 0.374
H 0.23 -3.95 4.29 0.507
H 1.30 -2.56 4.51 0.313
H 2.19 -5.37 3.71 0.505
H 3.83 -6.02 1.94 0.455
H 4.09 -4.53 -0.05 0.531
H 2.68 -2.50 -0.20 0.572
C -4.91 -0.41 -1.33 -0.841
N -3.94 -0.63 -0.26 1.037
C -2.66 -0.94 -0.39 -1.259
N -2.08 -0.96 0.80 1.040
C -3.11 -0.70 1.65 -0.606
N -4.25 -0.46 1.04 -1.239
C -4.27 0.27 -2.52 0.783
C -4.66 -0.08 -3.81 -1.080
C -4.04 0.51 -4.91 -0.731
C -3.00 1.41 -4.74 -0.977
C -2.61 1.76 -3.45 0.085
C -3.26 1.21 -2.35 0.015
C -1.48 2.66 -3.24 0.692
N -0.69 3.19 -4.10 -0.597
N 0.26 3.92 -3.36 -0.560
C -0.06 3.76 -2.13 0.553
O -1.15 2.97 -1.96 -0.153
C 0.58 4.30 -0.92 -0.030
C 1.65 5.19 -1.02 -0.961
C 2.21 5.70 0.14 -0.840
C 1.73 5.31 1.39 -0.899
C 0.67 4.41 1.48 1.288
C 0.14 4.00 2.83 -1.343
N 0.19 2.55 3.02 0.972
C -0.56 1.60 2.49 -0.785
N -0.08 0.40 2.78 -0.148
C 1.01 0.71 3.54 -0.663
N 1.21 1.99 3.72 -0.994
C 0.11 3.91 0.32 0.305
H -5.71 0.18 -0.88 0.356
H -5.33 -1.37 -1.63 0.386
H -2.17 -1.10 -1.34 0.859
H -3.01 -0.65 2.72 0.497
H -5.44 -0.81 -3.95 0.452
H -4.35 0.23 -5.90 0.420
H -2.49 1.84 -5.58 0.561
H -2.94 1.50 -1.35 0.756
H 2.01 5.48 -1.99 0.579
H 3.04 6.39 0.07 0.436
H 2.18 5.71 2.29 0.423
H -0.89 4.32 2.98 0.328
H 0.74 4.41 3.63 0.376
H -1.42 1.79 1.87 0.694
H 1.68 -0.03 3.94 0.465
H -0.71 3.21 0.36 0.413
S 5.54 0.66 1.63 -0.176
C 4.45 1.81 0.99 -0.655
C 3.22 1.26 0.89 -0.918
N 3.11 -0.04 1.31 0.335
C 4.27 -0.47 1.72 -0.239
H 4.77 2.80 0.72 0.489
H 2.34 1.76 0.50 0.668
H 4.44 -1.47 2.10 0.297



133
Properties=species:S:1:pos:R:3:mulliken_charge:R:1 method="wB97M-V/def2-TZVPD" orbital_gap_ev=5.9 smiles="O=C1C(CCCCCCCCCCCCn2cccc2)=CC(=O)c2c(CCCNCc3ccccc3O)cccc21.COCCOCCOC.COCCOCCOC" spin_multiplicity=1 charge=0
O 2.34 -3.30 -1.14 -0.597
C 1.13 -3.14 -0.53 0.393
C 1.18 -2.51 0.99 0.820
C 2.48 -1.70 1.57 -0.664
C 3.02 -0.49 0.57 -0.037
C 3.04 0.88 1.46 -0.640
C 3.87 2.13 0.82 -0.810
C 3.58 2.43 -0.77 -0.254
C 2.02 2.25 -1.24 -0.414
C 1.47 3.72 -1.82 -0.868
C 0.92 4.54 -0.50 -0.363
C -0.66 4.94 -0.70 -0.542
C -0.84 6.52 -0.27 -0.536
C -2.06 6.72 0.82 -0.381
C -3.29 7.65 0.25 -0.464
N -4.61 6.92 0.07 0.179
C -5.18 5.69 0.74 -0.191
C -6.68 5.39 0.11 -0.412
C -6.96 6.59 -0.98 -0.425
C -5.60 7.51 -0.94 -0.291
C -0.03 -2.73 1.89 -0.741
C -1.36 -3.59 1.37 0.407
O -2.17 -4.08 2.34 -0.637
C -1.59 -3.84 -0.25 0.437
C -3.03 -4.33 -0.86 0.550
C -4.37 -4.66 0.03 -0.854
C -4.96 -3.39 0.88 -0.160
C -6.20 -2.71 0.01 -0.418
N -7.58 -3.07 0.55 -0.438
C -8.19 -1.92 1.34 -0.459
C -9.49 -1.22 0.58 0.476
C -10.98 -1.17 1.34 -0.471
C -12.28 -0.44 0.59 -0.395
C -12.13 0.24 -0.90 -0.371
C -10.67 0.21 -1.66 -0.564
C -9.38 -0.52 -0.92 0.559
O -8.08 -0.49 -1.63 -0.441
C -3.13 -4.52 -2.52 -0.599
C -1.84 -4.26 -3.54 -0.449
C -0.37 -3.80 -2.91 -0.504
C -0.30 -3.59 -1.28 -0.008
H 3.34 -2.45 1.83 0.201
H 2.13 -1.19 2.58 0.329
H 4.16 -0.77 0.35 0.184
H 2.44 -0.43 -0.44 0.112
H 1.90 1.19 1.62 0.184
H 3.50 0.60 2.52 0.381
H 5.03 1.91 0.95 0.299
H 3.66 3.10 1.43 0.298
H 4.36 1.84 -1.44 0.133
H 3.84 3.58 -0.94 0.263
H 1.27 1.95 -0.40 0.206
H 2.03 1.43 -2.11 0.284
H 2.32 4.32 -2.36 0.268
H 0.60 3.45 -2.58 0.337
H 1.65 5.45 -0.35 0.325
H 0.98 3.91 0.51 0.133
H -1.05 4.75 -1.79 0.324
H -1.29 4.24 0.03 0.231
H -1.01 7.11 -1.29 0.240
H 0.15 6.94 0.22 0.304
H -2.43 5.67 1.23 0.135
H -1.59 7.30 1.75 0.308
H -2.96 8.09 -0.79 0.349
H -3.43 8.56 1.01 0.167
H -4.59 5.07 1.57 0.238
H -7.40 4.51 0.43 0.288
H -7.91 6.76 -1.64 0.282
H -5.46 8.49 -1.60 0.268
H -0.06 -2.30 3.00 0.149
H -4.07 -5.51 0.81 0.312
H -5.19 -5.16 -0.68 0.368
H -5.45 -3.84 1.87 0.204
H -4.16 -2.60 1.22 0.189
H -6.02 -1.54 -0.07 0.258
H -6.14 -3.21 -1.07 0.145
H -7.53 -3.88 1.21 0.311
H -7.41 -1.07 1.59 0.234
H -8.60 -2.31 2.39 0.275
H -11.09 -1.64 2.41 0.203
H -13.31 -0.40 1.14 0.274
H -13.05 0.77 -1.41 0.269
H -10.55 0.71 -2.73 0.142
H -8.27 -0.02 -2.51 0.320
H -4.14 -4.84 -3.06 0.226
H -1.92 -4.41 -4.72 0.276
H 0.58 -3.64 -3.60 0.341
C 0.38 -7.04 3.51 -0.623
O 1.65 -7.15 4.13 -0.308
C 2.70 -6.61 3.34 -0.393
C 3.80 -6.03 4.23 -0.344
O 3.45 -4.78 4.84 -0.477
C 2.46 -4.84 5.88 -0.229
C 2.96 -5.51 7.17 -0.620
O 3.03 -6.93 7.00 -0.265
C 4.08 -7.52 7.75 -0.802
H 0.31 -7.71 2.65 0.351
H -0.38 -7.32 4.24 0.260
H 0.18 -6.00 3.21 0.171
H 2.33 -5.83 2.67 0.192
H 3.11 -7.43 2.73 0.415
H 4.67 -5.80 3.59 0.433
H 4.15 -6.75 4.97 0.095
H 1.54 -5.29 5.52 0.095
H 2.23 -3.80 6.12 0.396
H 2.25 -5.31 7.98 0.401
H 3.93 -5.11 7.43 0.348
H 5.04 -7.03 7.52 0.355
H 4.16 -8.57 7.46 0.230
H 3.87 -7.45 8.82 0.327
C 10.71 4.09 -4.64 -0.797
O 9.58 3.25 -4.80 -0.262
C 9.18 2.62 -3.58 -0.651
C 7.67 2.42 -3.55 -0.273
O 6.93 3.63 -3.31 -0.445
C 6.91 4.58 -4.38 -0.320
C 6.09 4.14 -5.59 -0.561
O 6.79 3.14 -6.34 -0.278
C 5.92 2.20 -6.95 -0.777
H 11.61 3.48 -4.46 0.327
H 10.85 4.66 -5.57 0.230
H 10.56 4.80 -3.83 0.350
H 9.49 3.21 -2.71 0.369
H 9.68 1.64 -3.54 0.401
H 7.43 1.77 -2.70 0.392
H 7.30 1.91 -4.44 0.132
H 7.92 4.88 -4.66 0.113
H 6.44 5.48 -3.96 0.413
H 5.92 4.99 -6.25 0.403
H 5.12 3.75 -5.25 0.339
H 5.25 1.76 -6.21 0.336
H 6.52 1.41 -7.38 0.230
H 5.34 2.68 -7.74 0.327



9
Properties=species:S:1:pos:R:3:mulliken_charge:R:1 method="wB97M-V/def2-TZVPD" orbital_gap_ev="9.0 / 6.3" spin_multiplicity=1 e_above_lowest_kcal_mol=93.5 charge=0
C -0.49 -0.70 0.68 0.524
C -0.75 0.62 0.52 -0.149
N 1.37 -0.76 -1.26 0.660
O -0.69 -1.76 1.18 -0.301
O 1.09 0.03 -2.15 -0.373
O 2.26 -1.55 -1.25 -0.395
Cl 0.50 1.62 1.31 -0.065
Cl -2.54 1.32 1.39 -0.240
H -0.75 1.18 -0.44 0.340



23
Properties=species:S:1:pos:R:3:mulliken_charge:R:1 method="wB97M-V/def2-TZVPD" orbital_gap_ev=10.2 smiles="C[C@H]1CO[C@@](C)(OB(O)O)C1=O" spin_multiplicity=1 e_above_lowest_kcal_mol=32.6 charge=0
C -2.12 0.68 1.00 -1.625
C -0.64 1.03 0.89 0.920
C 0.15 0.00 1.74 -0.892
O 1.34 -0.30 0.91 -0.549
C 1.19 0.22 -0.45 1.770
C 2.37 0.93 -0.93 -1.523
O 0.87 -0.87 -1.28 -0.714
B -0.16 -1.73 -1.21 0.830
O -1.21 -1.62 -0.29 -0.608
O -0.17 -2.78 -2.06 -0.478
C -0.02 1.19 -0.38 -0.356
O -0.33 1.98 -1.24 -0.586
H -2.76 1.47 0.72 0.419
H -2.46 0.33 2.02 0.384
H -2.39 -0.19 0.43 0.307
H -0.61 2.01 1.45 0.441
H 0.60 0.37 2.63 0.354
H -0.51 -0.82 1.98 0.289
H 2.74 0.68 -1.91 0.336
H 3.17 0.75 -0.21 0.335
H 2.06 1.97 -0.94 0.362
H -1.75 -2.47 -0.44 0.308
H 0.64 -2.84 -2.43 0.277



Copy entry 1 word for word.
85
Properties=species:S:1:pos:R:3:mulliken_charge:R:1 method="wB97M-V/def2-TZVPD" orbital_gap_ev="6.1 / 6.1" spin_multiplicity=1 e_above_lowest_kcal_mol=0.0 charge=+1
Ti 0.06 -1.42 1.06 -0.130
O -1.07 -5.23 -0.39 -0.561
C -0.66 -3.97 -0.20 0.424
O -0.77 -3.42 0.93 -0.541
C -0.13 -3.22 -1.25 -0.184
C 0.00 -3.58 -2.62 -0.945
C 0.39 -2.65 -3.54 -1.103
C 0.61 -1.31 -3.09 -0.265
C 0.49 -1.01 -1.78 -1.298
N 0.18 -1.95 -0.80 1.925
C 0.59 0.34 -1.16 0.426
O 0.78 1.38 -1.75 -0.654
O 0.41 0.24 0.15 1.520
H -1.44 -5.55 0.45 0.396
H -0.22 -4.59 -2.92 0.588
H 0.49 -2.90 -4.58 0.461
H 0.84 -0.51 -3.78 0.659
O -0.28 -2.24 3.22 -0.560
C 0.70 -3.11 3.78 -0.862
C 1.62 -3.58 2.69 0.594
C 2.35 -4.76 2.84 -0.911
C 3.25 -5.11 1.85 -0.598
C 3.40 -4.29 0.75 -1.105
C 2.62 -3.16 0.66 -0.541
N 1.75 -2.80 1.61 1.143
H -0.59 -1.61 3.88 0.374
H 0.23 -3.95 4.29 0.507
H 1.30 -2.56 4.51 0.313
H 2.19 -5.37 3.71 0.505
H 3.83 -6.02 1.94 0.455
H 4.09 -4.53 -0.05 0.531
H 2.68 -2.50 -0.20 0.572
C -4.91 -0.41 -1.33 -0.841
N -3.94 -0.63 -0.26 1.037
C -2.66 -0.94 -0.39 -1.259
N -2.08 -0.96 0.80 1.040
C -3.11 -0.70 1.65 -0.606
N -4.25 -0.46 1.04 -1.239
C -4.27 0.27 -2.52 0.783
C -4.66 -0.08 -3.81 -1.080
C -4.04 0.51 -4.91 -0.731
C -3.00 1.41 -4.74 -0.977
C -2.61 1.76 -3.45 0.085
C -3.26 1.21 -2.35 0.015
C -1.48 2.66 -3.24 0.692
N -0.69 3.19 -4.10 -0.597
N 0.26 3.92 -3.36 -0.560
C -0.06 3.76 -2.13 0.553
O -1.15 2.97 -1.96 -0.153
C 0.58 4.30 -0.92 -0.030
C 1.65 5.19 -1.02 -0.961
C 2.21 5.70 0.14 -0.840
C 1.73 5.31 1.39 -0.899
C 0.67 4.41 1.48 1.288
C 0.14 4.00 2.83 -1.343
N 0.19 2.55 3.02 0.972
C -0.56 1.60 2.49 -0.785
N -0.08 0.40 2.78 -0.148
C 1.01 0.71 3.54 -0.663
N 1.21 1.99 3.72 -0.994
C 0.11 3.91 0.32 0.305
H -5.71 0.18 -0.88 0.356
H -5.33 -1.37 -1.63 0.386
H -2.17 -1.10 -1.34 0.859
H -3.01 -0.65 2.72 0.497
H -5.44 -0.81 -3.95 0.452
H -4.35 0.23 -5.90 0.420
H -2.49 1.84 -5.58 0.561
H -2.94 1.50 -1.35 0.756
H 2.01 5.48 -1.99 0.579
H 3.04 6.39 0.07 0.436
H 2.18 5.71 2.29 0.423
H -0.89 4.32 2.98 0.328
H 0.74 4.41 3.63 0.376
H -1.42 1.79 1.87 0.694
H 1.68 -0.03 3.94 0.465
H -0.71 3.21 0.36 0.413
S 5.54 0.66 1.63 -0.176
C 4.45 1.81 0.99 -0.655
C 3.22 1.26 0.89 -0.918
N 3.11 -0.04 1.31 0.335
C 4.27 -0.47 1.72 -0.239
H 4.77 2.80 0.72 0.489
H 2.34 1.76 0.50 0.668
H 4.44 -1.47 2.10 0.297